Record 1
Formula: C23H27F2O2Si
Source: OMol25
Level of theory: ωB97M-V/def2-TZVPD

Results
LUMO energy	-6.0473	eV
orbital gap	3.8	eV
HOMO	-0.36046	Ha

ORCA input file:
```
! wB97M-V def2-TZVPD RIJCOSX def2/J DEFGRID3
* xyz 1 1
C 2.27450 2.64230 0.82315
O 0.64445 1.16669 -0.10642
H 0.45056 -1.53400 -0.05044
H 6.57691 5.52249 4.56675
C 4.22452 2.31658 7.61932
C 4.88857 4.33724 3.89362
Si -0.04541 -0.32792 2.10029
H 2.39903 1.60116 6.71012
H 3.33273 2.92966 -0.98740
H 6.51405 4.34422 6.09530
H 0.01796 1.43010 -2.00866
H 8.35276 6.48241 4.28549
H -1.98896 1.14114 2.51836
C 9.56363 8.59296 1.86536
H -1.93157 0.69993 0.80470
H 2.89858 2.86517 1.67740
H 8.62825 8.93617 -0.04606
H 1.79088 1.08421 -1.84035
C 5.60608 3.76179 6.20639
H 5.58654 5.85752 1.69345
H 6.71760 7.40175 0.38100
C 9.43999 7.88751 3.06127
C 7.50005 7.54254 1.13394
C 1.35815 1.62092 0.91657
H -0.23934 -2.59755 1.19314
H 1.50803 3.43635 -2.40595
C 4.67074 3.64587 5.13150
C 8.56225 8.40236 0.89973
C 3.30243 2.19667 6.56595
C 8.39622 7.01444 3.33554
H 1.46353 -2.11028 1.28356
C 5.92962 5.26456 3.71546
H 4.07391 1.82975 8.57748
C -1.76447 0.32341 1.82101
H 0.02291 0.12481 4.52738
C 0.22645 -0.75214 3.89695
C 0.45579 -1.76114 1.02245
H 4.19041 4.14545 3.06962
C 3.51848 2.83797 5.34899
H 10.40881 9.25091 1.70578
C 6.24947 5.96155 2.55329
H -2.49117 -0.48176 2.00701
H -0.42936 -1.57754 4.21245
O 1.11320 0.96677 2.03881
F 10.41131 8.06208 4.01696
C 1.25379 3.09423 -1.40419
F 6.25272 3.25934 8.43107
C 2.45044 3.31793 -0.46571
C 5.34986 3.10292 7.40097
H 2.80239 2.73768 4.53007
H 2.58553 4.39214 -0.31327
C 7.37755 6.82407 2.35701
C 0.93124 1.64832 -1.46442
H 0.39630 3.67550 -1.05809
H 1.27274 -1.04848 4.05847
*
```

Mulliken population analysis, charges in e, atoms 1 to 4: atom 1 (C): -0.367, atom 2 (O): -0.375, atom 3 (H): 0.285, atom 4 (H): 0.115


Record 2
Formula: C23H27F3N2O2
Source: OMol25
Level of theory: ωB97M-V/def2-TZVPD

Results
LUMO energy	0.6776	eV
structure (SMILES)	COc1ccc(CC(=O)NC[C@@H]2CCCN(Cc3cccc(C(F)(F)F)c3)C2)cc1
orbital gap	8.8	eV
HOMO	-0.29901	Ha

ORCA input file:
```
! wB97M-V def2-TZVPD RIJCOSX def2/J DEFGRID3
* xyz 0 1
H 2.39026 0.57911 3.11697
C -3.32916 -3.86659 2.01829
C 1.02233 2.94252 1.20891
H 3.37964 -0.90860 0.99676
F 4.23114 -3.21173 -0.63186
C -1.10272 2.94299 -0.17564
H 2.15809 -1.59104 -3.04114
H 1.46977 3.63212 0.49054
F 2.33709 -3.24973 0.38195
C 0.46839 0.27661 2.15630
H -4.08422 -4.29927 1.35382
C 3.06410 -0.51004 0.04314
N -1.95595 2.13393 -1.01850
H -1.72292 3.47429 0.54919
C 1.55821 1.18064 2.74650
C 2.77870 -1.38097 -1.00057
H -3.36253 0.85007 -2.93758
C 2.94666 0.86080 -0.14010
C 2.27432 0.46569 -2.42873
H -1.90211 0.14815 -3.66415
H -4.43075 -2.12084 0.50458
H -0.60454 3.66856 -0.82348
H 0.88536 -0.35880 1.37390
C -2.35134 0.49500 -2.73283
F 2.42952 -3.61635 -1.73463
H -4.45463 -0.44549 -1.25556
H 0.43164 1.47550 -0.25352
C -3.50839 -1.88604 -0.00308
H -1.39831 0.48043 1.10298
N 2.07738 2.18030 1.83733
C -1.15144 -2.18645 -0.35497
H 3.96110 1.38125 1.66836
H -3.77098 -3.03548 2.57838
C 2.93707 -2.85250 -0.75745
C -1.17853 -1.24007 -1.35400
C -1.50192 1.64609 -2.19877
C -2.36591 -0.59555 -1.69754
C 3.20714 1.81542 1.00525
H 1.95250 0.85911 -3.37955
C -0.64828 1.12973 1.56080
C 2.56232 1.33452 -1.39146
H 0.07458 -0.37188 2.94050
H 2.47666 2.39767 -1.55828
H -0.23860 -2.68956 -0.08041
H -2.68999 1.61816 -0.55766
C -3.51996 -0.93007 -1.00733
H 0.53974 3.53885 1.99410
O -2.18533 -3.46208 1.30760
H 3.61143 2.74859 0.59928
C -2.31966 -2.52109 0.33532
O -0.52152 2.07551 -2.76674
H -2.98727 -4.62817 2.71716
H 1.13093 1.72402 3.59929
C -0.04704 2.07787 0.52344
H -1.13138 1.71110 2.35181
H -0.26873 -0.98402 -1.87696
C 2.37804 -0.90217 -2.23993
*
```

Mulliken population analysis, charges in e, atoms 1 to 4: atom 1 (H): 0.423, atom 2 (C): -0.946, atom 3 (C): -1.837, atom 4 (H): 0.388


Record 3
Formula: C23H27N3O3S
Source: OMol25
Level of theory: ωB97M-V/def2-TZVPD

Results
LUMO energy	0.3393	eV
structure (SMILES)	Cc1cc(C)c2[nH]c(=O)c(CN(Cc3ccco3)C(=S)NC[C@H]3CCCO3)cc2c1
orbital gap	8.2	eV
HOMO	-0.28813	Ha

ORCA input file:
```
! wB97M-V def2-TZVPD RIJCOSX def2/J DEFGRID3
* xyz 0 1
H 0.93455 1.29134 1.35173
N 0.61752 0.52209 -0.58315
C 4.16018 -1.85712 1.34610
H -2.05594 -1.36802 -1.38736
C -6.29107 -0.69018 0.81719
C 4.40666 2.63671 -0.76521
C 3.11512 2.18210 -1.13062
H 2.36811 -2.94150 0.75997
H -0.32117 0.07234 -2.36723
N 2.14470 -0.89506 0.42480
H 2.63854 -0.08944 0.78806
H -3.99820 2.54915 0.64313
C -2.34943 1.86985 -0.31623
H 4.89152 -3.84878 0.82571
H 6.52042 -0.07384 0.26894
H 0.30459 2.42349 0.14714
H 3.29746 -2.30574 -0.60473
O 4.75068 -0.59280 1.10812
C 2.41376 2.05731 0.03269
H -7.20535 1.51246 1.84053
C -1.79650 0.67598 -0.94160
C -3.77924 -0.59275 -0.33924
C -2.48645 -0.48638 -0.93419
C 1.01142 1.60139 0.30207
H -0.28345 1.80976 -1.93258
N -3.60507 1.71851 0.21805
C 1.17748 -0.70574 -0.49986
H -5.99147 -3.93451 -0.18722
H 5.90271 -2.95996 1.97912
H 3.81730 -1.84475 2.38518
H 7.13726 -2.34984 0.06405
C 6.06475 -2.21124 -0.05245
H 5.21345 -0.37454 -0.89423
H 5.22455 2.84587 -1.42362
O 3.19306 2.40217 1.08153
C 2.95966 -2.08742 0.41644
C -0.42559 0.79450 -1.55402
O -1.78227 2.95268 -0.24284
H -4.05953 -2.66787 -0.77012
H 5.77029 -2.62488 -1.01586
C -4.50356 -1.79090 -0.32344
C -4.33783 0.56048 0.24039
C -6.21898 1.73774 1.44449
C 5.67297 -0.72380 0.03913
H -5.60033 2.10586 2.26354
H 2.75866 1.97346 -2.11862
C -5.75362 -1.85156 0.24950
H -6.78139 -3.40199 1.30192
C -6.54569 -3.12281 0.27580
C 5.28000 -2.86829 1.08960
H -7.48642 -2.99410 -0.25818
H -7.27378 -0.74100 1.26463
S 0.69025 -1.97419 -1.45631
H 5.13972 3.05961 1.29211
H -6.32284 2.53360 0.70643
C 4.39237 2.75394 0.58819
C -5.61432 0.51112 0.82652
*
```

Mulliken population analysis, charges in e, atoms 1 to 4: atom 1 (H): 0.307, atom 2 (N): 0.355, atom 3 (C): 0.235, atom 4 (H): 0.482


Record 4
Formula: C23H27N3O3S
Source: OMol25
Level of theory: ωB97M-V/def2-TZVPD

Results
LUMO energy	0.5324	eV
structure (SMILES)	Cc1cccc(CNC(=O)CCn2ccc3cc(S(=O)(=O)N4CCCC4)ccc32)c1
orbital gap	8.9	eV
HOMO	-0.30720	Ha

ORCA input file:
```
! wB97M-V def2-TZVPD RIJCOSX def2/J DEFGRID3
* xyz 0 1
C -0.86783 1.93077 -1.38562
C -2.44613 0.40088 -0.50178
H 3.99151 -1.35047 2.11870
H 1.29994 4.38029 -1.71894
O 3.06984 3.84717 0.54358
C -2.50817 1.10187 0.70114
H -3.17250 0.73526 1.46758
H -1.85641 -4.15948 2.00764
H 1.43484 4.65143 2.63993
H 0.48750 3.16413 2.43403
N -2.05309 -2.21421 -0.66764
C -1.75163 2.23875 0.88778
H 1.68571 -3.50755 -0.75188
C 3.05728 -0.16856 0.59587
H -1.66980 -5.24285 -0.11409
C 0.28741 4.60295 0.81881
H -1.68355 0.24178 -2.47757
H -3.28892 -3.42376 -1.81206
C -2.35051 -3.64612 1.18516
C -1.66141 0.79930 -1.55628
O -3.94725 -1.20047 -1.97970
C 2.32625 3.24861 1.29171
H -0.48259 -2.66906 0.61587
H 0.89234 5.40381 0.38862
H -0.62737 5.03120 1.24087
C 2.06166 -2.56954 -0.36863
C -0.91564 2.63882 -0.15148
H -3.33116 -3.29902 1.50946
H 0.36450 2.34709 -3.19887
C 2.24223 -0.19229 -0.52965
H 0.91409 -0.46650 -2.77147
C 1.09869 3.90448 1.91887
H 2.00456 0.73722 -1.02786
C 3.35837 -1.35814 1.24301
C 3.58288 1.14223 1.11563
H 4.05024 1.72619 0.31772
H 1.19548 -2.20806 -2.92282
H 1.84167 1.49744 2.24131
H -1.69752 -1.54597 1.27258
H -1.56183 -3.80223 -1.92327
C 0.08084 2.60783 -2.19922
N 2.50134 1.95819 1.63493
H -0.15631 -1.61340 -1.95627
S -3.35418 -1.12245 -0.67663
C -2.36714 -3.51990 -1.23861
C -2.48215 -4.51674 -0.06786
C 0.55556 3.65058 -1.46474
H -3.42683 -5.05530 -0.08985
H -1.81513 2.79630 1.81001
H 3.10128 -3.48103 1.26231
N -0.04808 3.68776 -0.23843
C 1.74319 -1.38634 -1.02853
C -1.55278 -2.44531 0.67575
C 2.85998 -2.55606 0.75914
C 0.87601 -1.41678 -2.24676
O -4.21354 -1.30260 0.46414
H 4.32423 0.96782 1.90434
*
```

Mulliken population analysis, charges in e, atoms 1 to 4: atom 1 (C): 0.658, atom 2 (C): -0.250, atom 3 (H): 0.361, atom 4 (H): 0.416